No. 1
Entry from OMol25: a structure of composition C53H67MnN4P3Si (wB97M-V/def2-TZVPD).

```
129
Properties=species:S:1:pos:R:3:mulliken_spin:R:1
Mn -0.849 -1.439 -0.334 0.00
P 1.305 -1.728 -1.289 0.00
P -0.752 -2.754 1.522 0.00
P -0.471 2.477 -1.334 -0.03
Si 0.417 0.041 0.978 0.00
N -0.538 1.441 1.641 0.03
N -2.762 -0.057 -1.317 0.00
N -2.194 -0.337 -0.111 -0.01
N -1.984 -2.204 -1.888 0.00
C 3.186 0.222 -2.110 0.00
C 2.190 -0.139 -1.207 0.00
C 0.569 -2.228 2.680 -0.01
C -0.583 3.504 0.176 0.31
C -0.889 3.741 2.649 0.32
C 1.132 -0.964 2.452 0.00
C 1.020 3.186 -2.215 0.06
C 1.203 3.194 2.000 0.05
C -3.227 3.119 -1.507 0.01
C -3.208 -1.867 -4.392 0.00
C 1.175 4.696 -2.396 0.01
C 1.655 2.607 3.181 0.02
C 4.067 1.765 -0.522 0.00
C 2.764 -1.438 4.193 0.00
C 2.249 -0.604 3.213 0.00
C 2.471 -4.298 -0.745 0.00
C -4.734 0.938 2.202 0.00
C -1.968 2.979 -2.366 0.00
C -0.321 -4.552 1.184 0.00
C 2.166 -2.667 4.438 0.00
C -2.609 -3.098 -4.032 0.00
C -0.765 -4.912 -0.230 0.00
C 3.696 3.876 3.067 0.02
C 1.079 -3.061 3.678 0.00
C -3.479 -3.247 1.741 0.00
C -1.095 4.771 0.084 -0.15
C 3.043 1.437 0.355 0.01
C -1.388 4.987 2.472 -0.07
C 4.103 1.209 -1.790 0.00
C 2.893 2.940 3.707 -0.01
C -1.465 5.553 1.188 0.39
C -3.944 1.524 3.181 0.01
C 2.018 0.550 0.010 0.00
C -0.826 -5.636 2.139 0.00
C 2.536 -2.812 -0.369 0.00
C 3.238 4.484 1.907 -0.01
C -4.111 0.381 1.106 0.00
C -2.728 0.447 0.937 0.01
C -2.577 1.609 3.003 -0.02
C -3.220 -0.850 -3.495 0.00
C -2.249 -2.976 2.606 0.00
C -1.926 1.164 1.841 0.04
C 0.616 -1.309 -3.948 0.00
C -2.485 -1.855 3.607 0.00
C -1.912 4.134 -3.368 0.00
C 1.997 4.152 1.384 0.03
C -2.019 -3.200 -2.807 0.00
C 2.560 -2.863 -3.731 0.00
C 1.194 2.457 -3.548 0.01
C -2.644 -1.046 -2.202 0.00
C 3.992 -2.347 -0.409 0.00
C -0.241 2.908 1.549 -0.03
C 1.292 -2.344 -3.046 0.00
H 3.636 -1.135 4.759 0.00
H 3.266 -0.278 -3.061 0.00
H 0.613 -3.202 -2.952 0.00
H 2.271 -3.323 -4.679 0.00
H -4.102 3.173 -2.160 0.00
H 0.510 2.834 -4.310 0.00
H 0.420 5.120 -3.053 0.00
H -2.034 -3.873 3.190 0.00
H -1.060 4.086 -4.041 0.00
H 1.123 5.235 -1.454 0.00
H -1.718 5.550 3.336 0.01
H 0.243 -1.788 -4.855 0.00
H -3.632 -2.446 1.018 0.00
H -3.330 -2.120 4.247 0.00
H 4.666 4.133 3.474 0.00
H -4.385 1.896 4.097 0.00
H -1.274 5.181 -0.901 0.01
H 2.844 -4.897 0.089 0.00
H 3.056 1.905 1.323 -0.01
H -0.610 -5.450 3.189 0.00
H 3.264 -2.071 -3.972 0.00
H 4.124 -1.361 0.035 0.00
H 1.010 1.391 -3.431 0.00
H 3.110 -4.518 -1.597 0.00
H 0.640 -4.031 3.863 0.00
H 1.831 2.853 -1.556 -0.02
H -1.853 -4.928 -0.314 0.00
H 2.152 4.906 -2.843 0.00
H 3.091 -3.613 -3.153 0.00
H 1.471 -4.647 -0.984 0.00
H -1.984 1.993 3.813 0.01
H -2.597 -3.941 -4.707 0.00
H -2.092 2.058 -2.948 0.00
H 4.820 2.480 -0.214 0.00
H 2.557 -3.324 5.205 0.00
H -5.808 0.872 2.316 0.00
H 1.336 -0.546 -4.245 0.00
H -0.386 -5.896 -0.519 0.00
H 2.194 -2.709 0.666 0.00
H -1.534 -4.126 -2.530 0.00
H -1.906 5.110 -2.879 0.00
H -3.668 0.112 -3.700 0.00
H -1.904 -5.770 2.042 0.00
H 1.033 1.871 3.675 0.00
H -0.224 -0.807 -3.468 0.00
H -2.725 -0.917 3.121 0.00
H -3.389 -4.182 1.184 0.00
H 1.648 4.632 0.485 -0.01
H -2.814 4.098 -3.985 0.00
H -0.397 -4.172 -0.936 0.00
H 0.773 -4.559 1.208 0.00
H 4.603 -3.056 0.157 0.00
H -3.206 4.029 -0.907 0.01
H 4.866 1.498 -2.502 0.00
H -0.740 3.375 3.652 0.02
H -1.613 -1.697 4.244 0.00
H -3.653 -1.742 -5.371 0.00
H 2.746 0.337 3.022 0.00
H -0.357 -6.586 1.872 0.00
H 3.234 2.463 4.618 0.00
H -4.370 -3.317 2.369 0.00
H -4.678 -0.141 0.346 0.00
H -3.359 2.266 -0.845 -0.01
H 4.379 -2.315 -1.429 0.00
H 3.851 5.220 1.403 0.00
H 2.212 2.587 -3.924 0.00
H -1.861 6.548 1.043 -0.01
```

- HOMO energy (spin up / spin down): -6.68 / -6.69 eV
- Relative energy (zero: lowest compared OMol25 entry of this formula, charge and spin): 0.4 kcal per mole
- Orbital gap (spin up / spin down): 7.23 / 6.21 eV
- 2S+1: 2

No. 2
Entry from OMol25: a structure of composition C6H15BrCuO4P (wB97M-V/def2-TZVPD).

```
28
Properties=species:S:1:pos:R:3:nbo_charge:R:1
Br -11.882 13.348 0.740 -0.75
Cu -10.421 10.354 3.814 0.75
P -5.537 8.805 0.723 2.57
O -6.631 8.890 1.700 -1.12
O -4.095 8.257 1.260 -0.79
O -5.858 7.822 -0.522 -0.80
O -5.147 10.219 0.013 -0.79
C -5.206 12.599 0.123 -0.63
C -7.768 6.671 -1.419 -0.64
C -5.929 11.326 0.075 -0.07
C -7.064 7.998 -1.193 -0.07
C -3.812 6.965 1.624 -0.05
C -3.520 6.848 3.147 -0.63
H -4.755 12.767 -0.855 0.21
H -6.829 8.463 -2.150 0.18
H -3.609 5.816 3.485 0.22
H -4.435 12.651 0.893 0.21
H -7.129 5.936 -1.909 0.21
H -5.819 13.459 0.392 0.23
H -6.528 11.385 -0.834 0.17
H -7.760 8.644 -0.657 0.19
H -4.129 7.576 3.682 0.22
H -8.609 6.594 -2.108 0.23
H -2.968 6.514 1.102 0.18
H -6.614 11.275 0.921 0.18
H -2.493 7.147 3.359 0.21
H -4.624 6.293 1.347 0.17
H -7.991 6.213 -0.456 0.21
```

- HOMO energy: -7.53 eV
- Relative energy (zero: lowest compared OMol25 entry of this formula, charge and spin): 87.9 kcal per mole
- Orbital gap: 3.86 eV

No. 3
Entry from OMol25: a structure of composition C41H21F5N8O4RbS2 (wB97M-V/def2-TZVPD).

```
82
Properties=species:S:1:pos:R:3:mulliken_charge:R:1
Rb 0.499 0.804 -0.777 0.59
S 1.992 4.592 6.779 0.09
S 1.296 0.134 -4.147 -0.44
F 6.786 -1.548 -2.666 -0.33
F 5.620 -2.463 -4.950 -0.32
F 5.384 0.133 -1.042 -0.39
F 2.937 0.931 -1.672 -0.18
F 3.149 -1.723 -5.613 -0.37
O -3.289 2.119 0.960 -0.42
O -1.794 3.689 1.397 -0.54
O 0.104 3.617 -4.775 -0.52
O 1.010 2.854 -2.885 -0.29
N 0.841 -2.024 -0.226 0.69
N 0.905 0.769 2.232 0.33
N 1.702 3.037 6.444 -0.71
N -1.321 3.248 -1.546 0.49
N 1.417 3.095 0.959 0.48
N 1.968 5.210 5.285 -0.68
N -1.911 -0.913 -0.835 0.40
N -4.075 -9.370 1.187 -0.57
C -3.622 -8.336 0.966 -0.09
C 4.824 -0.315 -2.181 -0.18
C 2.890 -0.351 -3.693 0.46
C -2.444 3.095 0.588 0.39
C 3.547 0.080 -2.531 -0.19
C 2.079 -2.391 0.018 -0.55
C 1.792 5.488 2.314 -0.55
C -3.551 4.089 -1.450 -0.38
C -2.521 -4.807 1.403 0.07
C 1.654 4.292 3.016 0.23
C -4.173 -1.199 -1.072 -1.20
C 1.444 3.113 2.295 -0.62
C -3.658 -2.396 -0.627 -0.60
C -3.075 -6.048 1.669 -0.82
C 0.679 -0.397 2.816 -0.31
C 0.060 -3.150 0.002 0.07
C 0.089 3.350 -3.460 0.10
C -3.458 4.503 -2.769 -0.69
C -2.246 -2.204 -0.488 -0.25
C 0.752 -0.579 4.200 -0.90
C 1.742 5.462 0.941 -1.00
C -2.442 3.478 -0.880 -0.04
C -1.327 -3.206 -0.115 0.97
C 1.732 4.204 4.465 0.82
C -2.472 -6.779 -0.549 -0.85
C 1.291 1.737 4.386 0.31
C 1.216 1.823 2.993 -0.43
C -2.280 4.283 -3.466 -0.41
C -1.238 3.646 -2.809 0.29
C 0.905 -4.246 0.407 -0.76
C 1.577 2.951 5.133 1.07
C 1.057 0.503 4.991 -0.68
C 3.658 -1.230 -4.476 0.12
C 5.537 -1.170 -2.991 0.65
C -1.917 -5.537 -0.802 0.18
C -1.935 -4.542 0.171 -0.99
C 2.185 -3.764 0.414 -1.21
C -3.048 -0.334 -1.185 -1.28
C -3.051 -7.040 0.691 0.66
C 4.938 -1.626 -4.148 0.28
C 1.566 4.232 0.304 -0.11
H -4.297 4.992 -3.247 0.42
H -2.164 4.578 -4.499 0.54
H 1.113 0.422 6.069 0.51
H -2.540 -4.028 2.156 0.50
H 1.934 6.411 2.861 0.50
H 0.431 -1.222 2.153 0.38
H -3.048 0.685 -1.575 1.07
H 0.895 3.154 -5.109 0.40
H -3.527 1.544 0.212 0.33
H 1.547 4.162 -0.781 0.42
H -5.201 -0.962 -1.307 0.42
H 0.576 -5.246 0.648 0.50
H -3.526 -6.256 2.630 0.43
H 0.562 -1.555 4.626 0.46
H -1.459 -5.326 -1.760 0.51
H 3.093 -4.292 0.664 0.46
H 2.900 -1.687 -0.082 0.45
H -2.459 -7.552 -1.306 0.44
H 1.840 6.368 0.358 0.44
H -4.448 4.253 -0.868 0.51
H -4.197 -3.315 -0.443 0.46
```

- HOMO energy: -4.14 eV
- Total charge: -1
- Relative energy (zero: lowest compared OMol25 entry of this formula, charge and spin): 0.0 kcal per mole
- Orbital gap: 5.36 eV

No. 4
Entry from OMol25: a structure of composition C50H51NP2PdS2 (wB97M-V/def2-TZVPD).

```
107
Properties=species:S:1:pos:R:3:mulliken_charge:R:1
Pd 0.144 0.064 0.444 -0.27
S -3.162 2.451 1.735 -0.63
S 0.391 -0.822 -1.910 -0.90
P -2.514 2.377 -0.150 1.68
P -1.268 0.328 -1.953 1.35
N 1.521 -1.372 1.199 0.32
C 1.011 -2.535 1.641 -0.17
C -0.081 1.861 -3.916 -0.75
C 5.157 -0.518 -0.945 -1.56
C -1.152 6.718 -1.252 -0.47
C -1.284 1.279 -0.570 -0.19
C 1.933 -6.053 2.855 -1.83
C 3.802 -1.316 2.227 0.22
C -2.542 -3.811 2.333 -1.73
C 0.000 2.653 -5.048 -0.61
C 1.965 1.719 3.553 -0.28
C -1.481 4.418 -1.874 0.15
C -1.117 2.819 -5.863 -0.60
C -2.077 5.143 0.318 -0.61
C 3.180 0.211 0.395 -2.27
C -4.286 2.797 -2.389 -0.20
C -3.262 -1.328 -0.978 -0.49
C 5.769 -2.101 0.891 -1.41
C -6.157 0.999 -1.438 -0.69
C -2.305 2.182 -5.538 -0.92
C 2.880 1.537 4.582 -0.56
C 3.482 -2.186 -0.129 -0.81
C -1.036 -3.780 2.256 0.63
C -2.381 1.385 -4.400 -0.29
C 5.286 -1.083 1.929 0.30
C -3.827 -2.608 -3.369 -0.76
C -4.043 2.150 -1.183 0.21
C -0.292 -4.911 2.615 -0.83
C 2.948 -1.211 0.944 1.74
C -1.651 6.428 0.010 -0.64
C -2.619 -0.916 -2.140 0.38
C -2.894 -1.584 -3.331 -0.33
C 1.801 -0.521 5.154 -0.78
C 0.944 0.796 3.298 1.02
C -5.441 2.544 -3.122 -0.72
C -1.067 5.702 -2.196 -0.76
C -5.009 1.261 -0.711 -0.26
C -6.377 1.636 -2.653 -0.50
C -0.407 -2.648 1.796 0.49
C -4.190 -2.359 -1.009 -0.88
C 4.968 -1.937 -0.406 0.39
C 1.089 -4.855 2.491 0.13
C 0.893 -0.332 4.129 -0.27
C 2.805 0.415 5.396 -0.55
C 4.657 0.482 0.100 0.48
C -4.485 -2.994 -2.206 -0.65
C -0.063 1.042 2.242 -2.11
C 5.480 0.331 1.380 -1.42
C 1.723 -3.711 2.026 -0.55
C -2.011 4.116 -0.620 -0.19
C -1.274 1.219 -3.576 0.30
H -1.707 7.204 0.764 0.38
H -0.823 7.722 -1.495 0.35
H -1.008 -1.781 1.532 0.22
H -7.274 1.429 -3.225 0.35
H 6.542 0.518 1.174 0.57
H -5.601 3.060 -4.062 0.38
H -4.030 -3.118 -4.304 0.39
H 3.656 2.277 4.747 0.39
H -5.215 -3.794 -2.233 0.37
H -0.096 2.105 1.997 0.66
H 2.029 2.604 2.928 0.28
H 6.212 -0.332 -1.182 0.56
H -2.947 -2.816 2.526 0.35
H -3.009 -0.834 -0.045 0.57
H 1.735 -1.415 5.764 0.40
H -0.662 5.897 -3.182 0.43
H -2.884 -4.483 3.124 0.40
H 0.779 1.734 -3.267 0.33
H 3.683 -2.288 2.706 0.72
H 6.839 -1.955 0.691 0.53
H -6.883 0.291 -1.055 0.38
H 2.804 0.928 1.130 0.10
H 4.761 1.501 -0.287 0.33
H 2.801 -3.748 1.971 0.58
H -4.845 0.784 0.247 0.36
H 3.340 -3.223 0.181 0.44
H 3.438 -0.573 2.939 -1.28
H 2.744 -5.775 3.533 0.34
H 5.643 -3.118 1.279 0.51
H 4.582 -0.399 -1.869 0.51
H 0.132 -1.081 3.940 0.45
H 5.862 -1.198 2.855 0.32
H -3.181 2.310 -6.164 0.39
H 1.332 -6.823 3.343 0.38
H -2.472 4.911 1.300 0.32
H -3.582 3.520 -2.772 0.35
H -1.057 3.442 -6.748 0.35
H -1.056 0.739 2.576 0.56
H 3.520 0.264 6.197 0.34
H 5.150 1.063 2.124 0.41
H -2.970 -4.161 1.390 0.24
H -4.681 -2.663 -0.093 0.50
H -0.783 -5.808 2.979 0.24
H 2.587 0.340 -0.514 0.37
H -2.351 -1.327 -4.233 0.50
H 2.891 -2.044 -1.039 0.25
H -1.352 3.638 -2.614 0.12
H -3.320 0.916 -4.144 0.69
H 5.326 -2.661 -1.149 0.26
H 2.392 -6.498 1.968 0.31
H 0.930 3.152 -5.291 0.40
```

- HOMO energy: -1.14 eV
- Total charge: -2
- Relative energy (zero: lowest compared OMol25 entry of this formula, charge and spin): 0.0 kcal per mole
- Orbital gap: 5.38 eV